*P*
A 4-piece molecular cluster, C4H16O4 overall, computed with the ωB97M-V functional and the def2-TZVPD basis.

Geometry (Å):
C -14.485 -16.541 6.868
C -15.634 -16.375 7.865
O -16.865 -16.637 7.190
H -14.191 -17.529 6.514
H -13.649 -16.171 7.461
H -14.499 -15.856 6.021
H -15.657 -15.425 8.398
H -15.416 -17.123 8.627
H -16.912 -17.596 7.190
C -15.699 -18.756 12.141
C -14.812 -17.476 12.032
O -14.113 -17.410 10.807
H -15.116 -19.664 12.288
H -16.320 -18.909 11.258
H -16.349 -18.735 13.017
H -14.120 -17.592 12.865
H -15.468 -16.606 12.078
H -13.551 -18.188 10.780
O -16.075 -19.521 7.530
H -16.347 -19.743 8.421
H -15.189 -19.875 7.455
O -17.394 -21.292 5.414
H -17.045 -20.711 4.739
H -17.022 -20.961 6.231

**Highest occupied orbital energy**: -9.6840 eV
**Kohn-Sham gap**: 9.794 eV
**Structure (SMILES)**: CCO.CCO.O.O



*Q*
A 5-piece molecular cluster, C4H16O4 overall, computed with the ωB97M-V functional and the def2-TZVPD basis.

Geometry (Å):
C -2.053 0.820 -0.727
C -1.034 1.183 -1.483
C 0.065 2.121 -1.120
C -0.313 3.230 -0.128
H -2.851 0.135 -1.008
H -2.161 1.049 0.333
H -0.957 0.689 -2.446
H 0.944 1.579 -0.751
H 0.468 2.586 -2.024
H 0.039 3.055 0.882
H 0.099 4.215 -0.355
H -1.393 3.253 -0.040
O -0.135 -1.419 1.569
H -0.821 -2.075 1.405
H 0.676 -1.940 1.652
O 2.240 -2.260 -0.597
H 1.332 -1.979 -0.790
H 2.752 -1.616 -1.111
O 2.274 -0.987 3.012
H 3.098 -1.476 2.900
H 2.139 -0.454 2.224
O -1.381 -2.917 -0.548
H -0.743 -3.563 -0.233
H -2.284 -3.228 -0.614

**Highest occupied orbital energy**: -9.3635 eV
**Kohn-Sham gap**: 9.743 eV
**Structure (SMILES)**: C=CCC.O.O.O.O



It turns out *P* is the most stable, with the second structure 0.0067 hartree higher.



*P*
C15H21N3O5PdSe as an isolated structure, computed with the ωB97M-V functional and the def2-TZVPD basis.

Geometry (Å):
Pd 0.362 -0.194 -0.514
O -2.974 2.441 0.071
C -1.654 2.229 0.007
O -1.010 1.777 0.920
C -1.066 2.698 -1.321
O -0.503 1.656 -2.077
C -1.477 0.921 -2.819
C -2.331 0.012 -1.940
O -3.450 -0.294 -2.317
O -1.760 -0.371 -0.847
H -3.285 2.083 0.918
H -0.259 3.389 -1.081
H -1.837 3.215 -1.897
H -0.911 0.296 -3.509
H -2.116 1.599 -3.387
C 2.741 -1.593 -2.324
C 3.173 -0.448 -1.467
C 4.416 0.009 -1.212
C 4.279 1.167 -0.354
C 2.950 1.364 -0.126
C 2.272 2.453 0.644
N 2.249 0.367 -0.774
H 3.356 -1.651 -3.222
H 1.701 -1.483 -2.630
H 2.826 -2.549 -1.802
H 5.334 -0.419 -1.585
H 5.076 1.775 0.050
H 2.764 2.626 1.602
H 1.231 2.203 0.838
H 2.289 3.398 0.095
C -2.756 -3.069 0.349
N -2.155 -2.329 1.457
C -2.845 -1.771 2.513
C -1.942 -1.118 3.272
N -0.713 -1.290 2.671
C 0.537 -0.696 3.125
C -0.850 -2.031 1.555
Se 0.500 -2.572 0.369
H -3.813 -3.202 0.569
H -2.273 -4.037 0.249
H -2.637 -2.492 -0.565
H -3.909 -1.881 2.620
H -2.065 -0.537 4.167
H 0.443 -0.465 4.183
H 0.745 0.215 2.565
H 1.346 -1.402 2.965

**Highest occupied orbital energy (spin up / spin down)**: -7.3881 / -7.5208 eV
**Kohn-Sham gap (spin up / spin down)**: 7.842 / 5.624 eV
**Spin multiplicity**: 3



*Q*
C15H21N3O5PdSe as an isolated structure, computed with the ωB97M-V functional and the def2-TZVPD basis.

Geometry (Å):
Pd 0.116 -0.557 0.517
O 0.970 3.401 -0.579
C 0.100 2.432 -0.310
O 0.004 1.420 -0.963
C -0.860 2.857 0.803
O -1.222 1.823 1.685
C -0.275 1.610 2.730
C 0.849 0.669 2.213
O 0.983 -0.423 2.802
O 1.538 1.115 1.264
H 1.597 3.117 -1.264
H -1.786 3.193 0.318
H -0.409 3.700 1.344
H -0.800 1.132 3.562
H 0.151 2.567 3.053
C -1.168 -3.804 -1.102
C 0.234 -3.646 -0.646
C 1.202 -4.656 -0.502
C 2.386 -4.028 -0.152
C 2.102 -2.652 -0.101
C 3.025 -1.508 0.104
N 0.797 -2.442 -0.401
H -1.294 -4.766 -1.592
H -1.418 -3.001 -1.795
H -1.871 -3.741 -0.270
H 1.035 -5.706 -0.652
H 3.342 -4.478 0.038
H 4.002 -1.718 -0.330
H 3.158 -1.301 1.172
H 2.591 -0.612 -0.370
C -1.006 -2.701 2.733
N -1.972 -1.668 2.992
C -2.464 -1.371 4.231
C -3.433 -0.437 4.082
N -3.527 -0.158 2.747
C -4.453 0.734 2.111
C -2.610 -0.896 2.079
Se -2.352 -0.817 0.252
H -0.440 -2.878 3.646
H -0.305 -2.371 1.943
H -1.510 -3.619 2.413
H -2.072 -1.828 5.115
H -4.044 0.051 4.812
H -5.035 1.256 2.868
H -5.112 0.164 1.452
H -3.906 1.449 1.496

**Highest occupied orbital energy (spin up / spin down)**: -7.0673 / -7.1729 eV
**Kohn-Sham gap (spin up / spin down)**: 7.678 / 5.524 eV
**Spin multiplicity**: 3



It turns out *P* is the most stable, with the second structure 0.0301 hartree higher.



*P*
One molecule with the formula C4H10N4O, computed with the ωB97M-V functional and the def2-TZVPD basis.

Geometry (Å):
C 0.448 1.238 1.971
C 0.522 0.106 1.270
N 0.118 -1.106 1.721
N 1.696 0.132 0.058
C 1.115 -0.163 -1.104
O 1.552 -0.359 -2.230
N -0.323 -0.221 -0.828
C -1.114 0.924 -1.242
N -0.911 -1.512 -0.790
H 0.159 1.196 3.014
H 0.883 2.164 1.624
H 0.656 -1.880 1.335
H -0.853 -1.373 1.605
H 2.631 0.511 -0.011
H -1.902 1.087 -0.502
H -0.498 1.825 -1.240
H -1.531 0.745 -2.236
H -0.729 -1.931 -1.707
H -1.919 -1.384 -0.706

**Highest occupied orbital energy**: -7.8628 eV
**Kohn-Sham gap**: 8.655 eV
**Structure (SMILES)**: C=C(N)NC(=O)N(C)N



*Q*
C4H10N4O as an isolated structure, computed with the ωB97M-V functional and the def2-TZVPD basis.

Geometry (Å):
C 2.460 -0.290 1.192
C 2.465 0.362 -1.159
C -0.237 -0.590 -0.166
C -2.163 0.914 -0.094
H 3.571 -0.169 0.680
H 1.963 0.845 1.702
H 1.861 -1.063 1.765
H 3.567 0.103 -1.181
H 2.330 1.374 -0.784
H 1.930 0.479 -2.122
H 0.174 -1.701 -0.356
H -2.534 -2.021 0.650
H -3.105 0.843 -0.673
H -1.812 2.786 -0.033
N 1.778 -0.564 -0.074
N 0.642 0.257 0.059
N -1.585 -0.459 0.123
N -1.381 1.892 0.428
O -2.409 -1.467 -0.255

**Highest occupied orbital energy**: -8.7879 eV
**Kohn-Sham gap**: 9.411 eV



*R*
C4H10N4O as an isolated structure, computed with the ωB97M-V functional and the def2-TZVPD basis.

Geometry (Å):
C 0.655 -1.710 0.940
C -0.960 -0.368 -1.081
C 1.123 0.741 1.441
C 2.127 0.333 2.375
H -0.458 -1.770 1.151
H 1.352 -2.369 0.245
H 1.094 -1.813 1.891
H -0.683 -1.357 -1.054
H -1.472 1.134 -2.629
H -1.759 -1.505 -3.414
H -3.364 -1.378 -2.683
H 1.510 0.089 3.498
H 3.063 1.281 2.218
H 2.597 -0.677 1.887
N 0.704 -0.134 0.483
N -0.373 0.467 -0.262
N -1.513 0.297 -2.216
N -2.377 -0.820 -3.103
O 0.670 1.964 1.566

**Highest occupied orbital energy**: -8.4541 eV
**Kohn-Sham gap**: 8.935 eV



It turns out *P* is the most stable, with the second structure 0.1756 hartree higher.